DFT (the ωB97M-V functional and the def2-TZVPD basis) results for the ion C3H10NO with charge +1 at a distorted geometry.

Cartesian coordinates (Å):
C1 1.98 0.74 -0.09
N1 1.17 -0.46 -0.28
C2 -0.18 -0.57 0.42
O1 -1.03 0.15 -0.60
C3 -2.34 0.15 -0.08
H1 2.60 0.80 0.77
H2 2.67 0.71 -0.94
H3 1.39 1.62 -0.18
H4 0.75 -0.54 -1.30
H5 1.62 -1.40 0.05
H6 -0.27 -0.14 1.44
H7 -0.38 -1.65 0.55
H8 -2.73 1.21 -0.14
H9 -2.34 -0.07 1.05
H10 -2.90 -0.57 -0.70

Output
HOMO   -0.55058 Eh
SMILES   C[NH2+]COC
E_LUMO   -3.7 eV
Net charge   +1
Energy relative to the best compared isomer or geometry (same formula, charge and spin)   46.1 kcal per mole

These are the Löwdin partial charges, in e, on atoms 1 to 2: C -0.01; N -0.01